[1]
{
  "formula": "C21H27HgN2O15S2",
  "method": "ωB97M-V with the def2-TZVPD basis set",
  "charge": 1,
  "e_homo_ev": -12.1,
  "gap_ev": 4.064,
  "total_energy_ev": -81732.1815,
  "symbols": ["Hg", "C", "O", "H", "H", "H", "C", "C", "O", "S", "O", "O", "O", "H", "H", "H", "H", "C", "C", "O", "S", "O", "O", "O", "H", "H", "H", "H", "C", "C", "C", "C", "C", "C", "N", "O", "O", "H", "H", "H", "H", "H", "C", "C", "C", "C", "C", "C", "N", "O", "O", "H", "H", "H", "H", "H", "O", "C", "O", "C", "C", "C", "H", "H", "H", "H", "H", "H"],
  "coordinates": [[1.22, -1.56, -3.28], [-0.63, -0.04, -0.71], [0.52, -0.17, -1.50], [-0.31, 0.08, 0.32], [-1.28, 0.78, -1.01], [-1.23, -0.94, -0.73], [-3.39, -1.69, 1.21], [-4.76, -1.32, 1.65], [-5.37, -0.65, 0.58], [-4.76, -0.90, -0.89], [-4.02, 0.23, -1.46], [-5.76, -1.64, -1.72], [-3.64, -1.91, -0.20], [-3.01, -2.53, 1.80], [-2.69, -0.88, 1.41], [-4.60, -0.53, 2.38], [-5.33, -2.15, 2.06], [-2.97, 3.23, -3.33], [-2.28, 4.33, -2.55], [-2.35, 5.50, -3.31], [-2.77, 5.20, -4.90], [-1.63, 5.51, -5.79], [-4.02, 5.86, -5.21], [-2.97, 3.52, -4.71], [-3.99, 3.10, -2.97], [-2.42, 2.32, -3.11], [-1.21, 4.13, -2.55], [-2.65, 4.46, -1.54], [1.70, -1.02, 2.60], [1.63, 0.25, 3.24], [2.39, 0.42, 4.39], [3.10, -0.63, 4.93], [3.15, -1.91, 4.26], [2.36, -2.11, 3.12], [3.78, -0.54, 6.31], [3.65, 0.47, 6.95], [4.31, -1.58, 6.69], [1.12, -1.15, 1.69], [1.04, 1.04, 2.81], [2.45, 1.31, 4.99], [3.65, -2.74, 4.73], [2.21, -3.07, 2.65], [4.21, 1.67, 1.21], [3.33, 1.43, 0.15], [3.65, 1.95, -1.06], [4.72, 2.85, -1.23], [5.54, 3.15, -0.09], [5.23, 2.61, 1.11], [4.93, 3.54, -2.49], [5.96, 4.18, -2.64], [4.03, 3.47, -3.31], [4.04, 1.29, 2.21], [2.50, 0.75, 0.31], [2.92, 1.76, -1.83], [6.30, 3.92, -0.11], [5.81, 2.77, 2.01], [0.47, -3.40, -1.78], [-0.70, -3.81, -1.50], [-1.68, -3.91, -2.47], [-2.74, -4.69, -2.00], [-2.31, -5.33, -0.73], [-1.14, -4.46, -0.25], [-2.88, -5.52, -2.69], [-3.64, -4.10, -1.85], [-1.93, -6.34, -0.85], [-3.07, -5.37, 0.05], [-0.25, -4.87, 0.23], [-1.55, -3.61, 0.28]]
}


[2]
{
  "formula": "C5H5FO2",
  "method": "ωB97M-V with the def2-TZVPD basis set",
  "charge": 0,
  "e_homo_ev": -9.8,
  "gap_ev": 8.808,
  "total_energy_ev": -12074.6273,
  "smiles": "C=C(C=O)C(=O)CF",
  "de_lowest_kcal_mol": 75.2,
  "symbols": ["C", "C", "C", "O", "C", "O", "C", "F", "H", "H", "H", "H", "H"],
  "coordinates": [[1.02, 1.70, 0.42], [0.47, 0.51, 0.05], [1.21, -0.76, -0.22], [2.48, -0.59, -0.21], [-0.90, 0.51, -0.22], [-1.46, 1.59, -0.34], [-1.79, -0.76, 0.05], [-0.76, -1.79, 0.37], [2.10, 1.79, 0.84], [0.26, 2.39, 0.60], [1.00, -1.70, -0.85], [-2.48, -0.57, 0.98], [-2.16, -0.97, -1.05]]
}


[3]
{
  "formula": "C12H18AuN4O4SSe",
  "method": "ωB97M-V with the def2-TZVPD basis set",
  "charge": 1,
  "e_homo_ev": -10.8,
  "gap_ev": 5.673,
  "total_energy_ev": -106754.1931,
  "de_lowest_kcal_mol": 0.0,
  "symbols": ["Au", "N", "C", "C", "O", "O", "H", "H", "H", "H", "N", "C", "C", "N", "H", "H", "H", "H", "H", "H", "H", "H", "H", "O", "C", "O", "C", "C", "C", "C", "S", "C", "C", "H", "H", "H", "H", "H", "Se", "C", "N"],
  "coordinates": [[0.73, -1.22, 0.31], [0.10, -0.77, -1.61], [-1.35, -1.06, -1.72], [-2.07, -0.98, -0.37], [-3.26, -0.98, -0.29], [-1.27, -0.98, 0.68], [0.29, 0.23, -1.65], [0.64, -1.23, -2.34], [-1.47, -2.08, -2.10], [-1.83, -0.38, -2.43], [-1.89, -0.89, 3.34], [-0.66, -1.36, 4.06], [0.23, -2.30, 3.26], [1.18, -1.61, 2.34], [-2.30, -0.09, 3.83], [-2.59, -1.63, 3.25], [-1.67, -0.58, 2.37], [-0.98, -1.84, 4.98], [-0.11, -0.45, 4.31], [-0.34, -3.03, 2.68], [0.82, -2.85, 3.99], [2.04, -2.14, 2.27], [1.43, -0.68, 2.71], [3.10, -4.48, -6.42], [2.21, -4.66, -5.43], [1.27, -5.38, -5.56], [2.45, -3.91, -4.14], [3.19, -2.73, -4.06], [3.30, -2.06, -2.85], [2.72, -2.59, -1.71], [2.90, -1.70, -0.18], [2.00, -3.79, -1.78], [1.85, -4.43, -2.99], [3.87, -3.98, -6.13], [3.64, -2.29, -4.94], [3.84, -1.12, -2.80], [1.57, -4.21, -0.88], [1.28, -5.34, -3.08], [-0.22, 2.12, 3.27], [0.57, 1.59, 1.75], [1.07, 1.21, 0.77]]
}


[4]
{
  "formula": "C13H27F7N4O9P2S",
  "method": "ωB97M-V with the def2-TZVPD basis set",
  "charge": 0,
  "e_homo_ev": -9.3,
  "gap_ev": 6.837,
  "total_energy_ev": -86735.7451,
  "smiles": "N=P(O)(O)c1c(CCCCN)c([PH2]=O)c2nsnc2c1C(F)(F)C(F)(F)C(F)(F)F.O.O.O.O.O.O",
  "symbols": ["N", "P", "O", "O", "C", "C", "C", "C", "C", "C", "N", "C", "P", "O", "C", "N", "S", "N", "C", "C", "C", "F", "F", "C", "F", "F", "C", "F", "F", "F", "H", "H", "H", "H", "H", "H", "H", "H", "H", "H", "H", "H", "H", "H", "H", "O", "H", "H", "O", "H", "H", "O", "H", "H", "O", "H", "H", "O", "H", "H", "O", "H", "H"],
  "coordinates": [[1.09, -1.22, 2.18], [1.06, 0.26, 1.54], [-0.42, 1.09, 1.92], [2.29, 1.17, 2.28], [1.23, 0.03, -0.32], [-0.08, -0.46, -1.09], [-1.47, -0.78, -0.32], [-2.37, 0.55, -0.44], [-3.83, 0.33, -1.08], [-4.68, -0.78, -0.28], [-4.25, -0.92, 1.16], [-0.12, -0.69, -2.64], [-1.69, -1.32, -3.55], [-2.15, -0.38, -4.68], [1.12, -0.43, -3.55], [1.26, -0.58, -4.98], [2.88, -0.17, -5.32], [3.42, 0.22, -3.74], [2.40, 0.04, -2.73], [2.50, 0.25, -1.16], [3.87, 0.69, -0.46], [4.98, 0.50, -1.37], [4.21, -0.15, 0.66], [3.87, 2.26, -0.11], [4.56, 2.43, 1.15], [2.54, 2.81, -0.06], [4.68, 3.18, -1.16], [4.33, 4.53, -0.83], [6.09, 3.11, -1.02], [4.24, 3.01, -2.50], [0.17, -1.34, 2.65], [-0.42, 1.94, 1.41], [2.86, 0.49, 2.73], [-1.30, -0.99, 0.80], [-1.98, -1.73, -0.72], [-1.85, 1.39, -1.04], [-2.56, 1.00, 0.61], [-3.81, 0.17, -2.22], [-4.40, 1.33, -0.93], [-5.77, -0.39, -0.24], [-4.66, -1.76, -0.87], [-3.74, -1.83, 1.20], [-5.10, -1.02, 1.74], [-2.76, -1.62, -2.65], [-1.28, -2.57, -4.15], [-2.25, -3.57, 1.66], [-1.32, -3.79, 1.56], [-2.52, -4.03, 2.46], [-0.24, 4.62, 1.93], [0.43, 4.68, 2.63], [0.28, 4.72, 1.12], [-0.20, -4.83, -0.02], [0.71, -4.80, -0.35], [-0.37, -5.76, 0.14], [-2.54, -0.98, 4.08], [-2.15, -0.11, 4.21], [-3.17, -0.85, 3.36], [4.33, -3.33, -0.71], [4.36, -2.37, -0.83], [3.75, -3.46, 0.04], [-1.75, 4.02, 4.34], [-1.09, 4.08, 5.04], [-1.24, 4.13, 3.53]]
}


[5]
{
  "formula": "C17H48N5O6",
  "method": "ωB97M-V with the def2-TZVPD basis set",
  "charge": 1,
  "e_homo_ev": -11.1,
  "gap_ev": 6.847,
  "total_energy_ev": -38129.5049,
  "symbols": ["N", "C", "C", "C", "N", "C", "N", "C", "N", "N", "H", "H", "H", "H", "H", "H", "H", "H", "H", "H", "H", "H", "C", "C", "O", "H", "H", "H", "H", "H", "H", "C", "C", "O", "H", "H", "H", "H", "H", "H", "C", "C", "O", "H", "H", "H", "H", "H", "H", "C", "C", "O", "H", "H", "H", "H", "H", "H", "C", "C", "O", "H", "H", "H", "H", "H", "H", "C", "C", "O", "H", "H", "H", "H", "H", "H"],
  "coordinates": [[-1.67, 0.62, 1.84], [-2.87, -0.23, 1.34], [-3.28, 0.40, -0.12], [-4.08, -0.69, -1.10], [-3.24, -0.72, -2.39], [-2.32, -1.72, -2.59], [-2.02, -2.91, -1.68], [-0.95, -3.62, -2.49], [-0.69, -2.82, -3.75], [-1.49, -1.69, -3.86], [-0.81, 0.19, 1.39], [-1.76, 1.55, 1.33], [-2.48, -1.33, 1.32], [-3.81, -0.08, 2.06], [-2.26, 0.70, -0.65], [-3.90, 1.39, -0.01], [-4.13, -1.74, -0.59], [-5.20, -0.36, -1.30], [-3.41, 0.09, -3.07], [-0.44, -4.64, -2.17], [0.05, -3.16, -4.42], [-1.45, -1.01, -4.64], [-1.21, 0.50, 5.16], [-1.05, 1.26, 6.46], [-1.11, 0.36, 7.56], [-2.17, -0.03, 5.14], [-1.17, 1.18, 4.30], [-0.43, -0.25, 5.05], [-1.84, 2.00, 6.58], [-0.08, 1.78, 6.49], [-0.39, -0.29, 7.45], [2.21, 3.88, 8.11], [1.80, 3.35, 9.47], [0.39, 3.39, 9.60], [1.85, 4.91, 7.97], [3.29, 3.86, 7.99], [1.76, 3.28, 7.31], [2.24, 3.97, 10.26], [2.14, 2.32, 9.61], [0.01, 2.84, 8.90], [1.70, 1.24, -4.43], [1.50, 1.48, -2.95], [0.12, 1.71, -2.68], [1.35, 2.10, -5.02], [2.76, 1.07, -4.66], [1.12, 0.37, -4.76], [2.06, 2.37, -2.63], [1.84, 0.63, -2.36], [-0.37, 0.92, -2.96], [-0.77, -7.35, -5.05], [0.59, -6.70, -5.23], [0.48, -5.30, -5.06], [-1.48, -6.95, -5.77], [-0.70, -8.44, -5.18], [-1.16, -7.14, -4.05], [0.97, -6.89, -6.23], [1.31, -7.09, -4.50], [0.15, -5.14, -4.16], [5.74, -1.53, -4.11], [5.42, -0.24, -3.39], [4.11, -0.30, -2.84], [5.02, -1.71, -4.91], [6.75, -1.50, -4.53], [5.67, -2.38, -3.42], [5.46, 0.61, -4.08], [6.13, -0.06, -2.57], [4.08, -1.05, -2.22], [-1.71, 4.31, -0.65], [-1.54, 5.06, 0.65], [-1.60, 4.16, 1.75], [-2.66, 3.78, -0.67], [-1.66, 4.99, -1.50], [-0.92, 3.55, -0.76], [-2.34, 5.80, 0.77], [-0.58, 5.59, 0.68], [-0.89, 3.52, 1.64]]
}


[6]
{
  "formula": "C22H50P2PtSi2",
  "method": "ωB97M-V with the def2-TZVPD basis set",
  "charge": 2,
  "e_homo_ev": [-11.3, -14.1],
  "multiplicity": 5,
  "gap_ev": [4.744, 4.543],
  "total_energy_ev": -61183.8523,
  "de_lowest_kcal_mol": 33.3,
  "symbols": ["P", "P", "C", "C", "H", "H", "H", "H", "C", "H", "H", "H", "C", "H", "H", "H", "C", "H", "H", "H", "C", "H", "H", "H", "Pt", "C", "C", "C", "C", "C", "C", "C", "C", "C", "H", "H", "H", "H", "H", "H", "H", "H", "H", "H", "H", "H", "H", "H", "H", "C", "Si", "C", "C", "C", "Si", "C", "C", "C", "H", "H", "H", "H", "H", "H", "H", "H", "H", "H", "H", "H", "H", "H", "H", "H", "H", "H", "H"],
  "coordinates": [[-1.93, -0.22, -1.00], [1.34, -0.18, 0.25], [-0.46, -0.83, -1.88], [0.73, -1.31, -1.04], [-0.15, -0.09, -2.63], [-0.89, -1.67, -2.40], [0.54, -2.30, -0.61], [1.61, -1.37, -1.67], [2.42, 1.01, -0.58], [2.88, 1.65, 0.18], [1.86, 1.64, -1.27], [3.21, 0.49, -1.14], [2.23, -1.21, 1.42], [3.14, -1.62, 0.94], [1.60, -2.04, 1.77], [2.53, -0.61, 2.29], [-2.85, 0.91, -2.07], [-3.65, 1.37, -1.47], [-3.30, 0.39, -2.93], [-2.19, 1.70, -2.45], [-2.93, -1.66, -0.51], [-2.35, -2.32, 0.16], [-3.26, -2.24, -1.38], [-3.81, -1.30, 0.03], [-0.71, 0.63, 0.71], [2.02, -3.17, -3.02], [2.44, -2.01, -3.56], [2.25, -1.68, -5.01], [0.87, -2.05, -5.61], [-0.29, -1.98, -4.67], [-0.79, -3.04, -4.00], [-0.09, -4.37, -3.94], [1.46, -4.32, -3.80], [-2.58, 1.46, 1.21], [2.22, -3.41, -1.96], [3.09, -1.31, -3.02], [3.03, -2.16, -5.63], [2.40, -0.59, -5.15], [0.68, -1.34, -6.42], [0.94, -3.04, -6.10], [-0.81, -1.01, -4.65], [-1.79, -3.04, -3.57], [-0.33, -4.98, -4.83], [-0.49, -4.93, -3.08], [1.74, -5.24, -3.28], [1.91, -4.41, -4.80], [-2.59, 1.63, 2.29], [-3.41, 0.80, 0.92], [-2.64, 2.42, 0.67], [1.42, 4.14, 3.61], [0.10, 3.44, 2.45], [-1.52, 4.22, 3.00], [0.43, 4.07, 0.72], [0.18, 1.53, 2.44], [-0.41, 0.75, 4.09], [-2.04, 1.36, 4.80], [-0.58, -1.10, 3.86], [0.87, 1.09, 5.44], [1.50, 5.22, 3.41], [2.41, 3.69, 3.42], [1.19, 4.01, 4.67], [-1.47, 5.29, 2.73], [-2.40, 3.80, 2.50], [-1.69, 4.18, 4.09], [1.40, 3.72, 0.33], [-0.35, 3.77, 0.00], [0.46, 5.17, 0.75], [1.27, 1.30, 2.37], [-2.91, 1.12, 4.17], [-2.18, 0.82, 5.75], [-2.08, 2.43, 5.03], [0.40, -1.59, 3.73], [-1.05, -1.52, 4.76], [-1.21, -1.36, 3.00], [1.89, 0.82, 5.13], [0.89, 2.13, 5.78], [0.61, 0.46, 6.31]]
}